Record 1
DFT (the ωB97M-V functional and the def2-TZVPD basis) results for a molecular structure, C49H29Cl3GeI4N6O2Pd.

```
95
Properties=species:S:1:pos:R:3:forces:R:3
Pd -0.7124 -0.6388 0.3914 -0.111 0.242 0.048
I -6.0372 2.1075 -7.3284 0.013 -0.006 0.016
C -4.8614 1.5708 -5.6972 0.022 0.005 0.006
C -3.6483 2.2080 -5.4792 -0.013 0.013 -0.034
C -2.8697 1.8518 -4.3883 0.018 -0.018 0.008
C -3.2965 0.8566 -3.5162 -0.043 -0.037 0.010
C -4.5080 0.2112 -3.7525 0.017 0.005 0.024
C -5.2933 0.5715 -4.8335 -0.040 -0.002 -0.025
C -2.4731 0.4690 -2.3433 0.119 -0.180 -0.082
C -2.2799 1.3531 -1.3482 -0.042 0.069 0.146
C -2.8341 2.6975 -1.2890 0.042 -0.032 -0.005
C -2.4635 3.2227 -0.1140 -0.003 -0.025 0.019
C -1.7055 2.1958 0.5819 -0.077 -0.029 -0.038
C -1.2883 2.3433 1.9709 0.011 -0.036 0.005
C -1.6435 3.6249 2.6232 0.030 0.066 0.037
C -2.6499 3.6507 3.5831 0.001 -0.025 -0.031
C -2.9976 4.8458 4.1947 -0.012 0.030 0.011
C -2.3355 6.0151 3.8485 -0.007 -0.018 0.000
I -2.8511 7.8097 4.7689 0.005 -0.016 -0.006
C -1.3336 5.9974 2.8855 0.003 0.048 0.003
C -0.9969 4.8057 2.2668 0.018 -0.039 0.031
C -0.7132 1.3687 2.6995 0.081 0.034 -0.055
N -0.3368 0.0938 2.2467 -0.015 0.030 0.053
C 0.2707 -0.5055 3.2457 -0.013 -0.035 -0.064
C 0.9393 -1.8006 3.1794 -0.046 0.070 -0.009
C 1.6128 -2.2873 4.4090 0.029 -0.001 0.039
C 1.1700 -3.4546 5.0228 -0.036 0.023 -0.011
C 1.7993 -3.9341 6.1610 0.005 -0.030 0.044
C 2.8855 -3.2495 6.6849 0.006 0.027 -0.012
I 3.8386 -3.9658 8.3902 -0.004 0.004 -0.011
C 3.3419 -2.0858 6.0757 0.017 -0.017 0.028
C 2.7020 -1.6044 4.9468 -0.010 -0.007 -0.034
C 1.0070 -2.5507 2.0638 -0.001 -0.018 -0.017
C 1.8080 -3.7593 1.9129 -0.002 0.009 -0.005
C 1.6342 -4.1904 0.6604 -0.018 -0.005 0.040
C 0.7001 -3.2694 0.0265 0.058 0.068 0.246
N 0.3587 -2.3024 0.8401 0.035 -0.074 -0.003
C 0.2182 -3.4619 -1.3327 -0.114 0.076 -0.185
C -0.5897 -2.5870 -1.9692 -0.019 -0.041 -0.002
C -1.1918 -2.8032 -3.2645 -0.073 0.124 -0.038
C -1.9689 -1.7326 -3.5249 0.084 -0.100 -0.016
C -1.8528 -0.8546 -2.3878 0.050 0.162 -0.062
N -1.0428 -1.3541 -1.4786 -0.077 -0.043 0.109
C 0.5879 -4.7270 -2.0012 0.016 -0.070 -0.082
C 0.1638 -5.9393 -1.4592 -0.053 0.052 0.018
C 0.4625 -7.1308 -2.0956 0.006 -0.056 -0.017
C 1.2061 -7.1172 -3.2693 0.002 0.019 0.015
I 1.6727 -8.9110 -4.2155 -0.003 0.007 0.002
C 1.6438 -5.9166 -3.8100 0.010 -0.026 -0.015
C 1.3298 -4.7236 -3.1788 -0.007 0.015 0.014
C 0.2683 0.3264 4.4345 -0.032 0.112 -0.017
C -0.3170 1.4863 4.0908 0.055 -0.106 0.025
N -1.5778 1.1199 -0.1522 -0.027 0.009 -0.020
H -3.3059 2.9760 -6.1580 0.006 0.015 -0.006
H -1.9169 2.3390 -4.2252 0.020 0.019 0.006
H -4.8456 -0.5696 -3.0814 -0.008 -0.007 0.011
H -6.2387 0.0763 -5.0037 -0.016 -0.008 0.000
H -3.4372 3.1521 -2.0561 -0.005 -0.027 -0.029
H -2.7025 4.1932 0.2822 -0.001 0.016 0.032
H -3.1760 2.7354 3.8242 0.005 -0.020 0.010
H -3.7839 4.8644 4.9357 -0.017 -0.001 0.016
H -0.8161 6.9086 2.6209 0.004 0.009 -0.006
H -0.2137 4.7925 1.5184 0.015 -0.001 -0.009
H 0.3192 -3.9852 4.6145 -0.012 -0.016 -0.009
H 1.4427 -4.8374 6.6357 -0.003 -0.008 0.001
H 4.1976 -1.5609 6.4764 0.006 0.007 0.004
H 3.0707 -0.7064 4.4665 0.003 0.018 -0.007
H 2.4550 -4.1648 2.6714 -0.007 0.006 0.028
H 2.1108 -5.0194 0.1685 -0.022 -0.021 -0.031
H -1.0446 -3.6766 -3.8750 0.027 -0.026 -0.002
H -2.5585 -1.5397 -4.4030 -0.027 0.009 -0.013
H -0.4314 -5.9473 -0.5541 -0.013 0.008 0.023
H 0.1147 -8.0668 -1.6818 -0.002 -0.006 0.009
H 2.2357 -5.9085 -4.7140 0.005 0.005 -0.017
H 1.6972 -3.7859 -3.5749 -0.019 -0.018 -0.014
H 0.6810 0.0504 5.3883 0.020 -0.030 0.008
H -0.4635 2.3599 4.7023 -0.026 0.025 -0.014
C -6.0835 -0.1552 2.3551 -0.036 0.079 0.022
N -5.0477 -1.0211 1.8130 0.092 -0.005 0.026
C -5.3364 -2.3133 1.4872 0.090 -0.101 -0.035
C -4.4108 -3.1361 0.9766 -0.075 0.011 0.018
C -3.0704 -2.6304 0.7395 -0.057 -0.132 -0.041
O -2.1839 -3.3309 0.2520 -0.095 -0.071 0.031
N -2.8266 -1.3176 1.0739 0.247 -0.160 -0.178
C -3.7638 -0.5059 1.6329 0.013 0.076 0.093
O -3.5300 0.6479 1.9891 0.000 0.087 -0.024
H -6.7691 -0.7505 2.9544 -0.006 0.003 -0.009
H -6.6366 0.3367 1.5537 -0.007 0.029 0.018
H -5.6179 0.6030 2.9759 -0.022 -0.015 0.002
H -6.3539 -2.6246 1.6804 -0.014 -0.012 -0.003
H -4.6271 -4.1635 0.7346 -0.010 -0.020 -0.013
Cl 3.0273 -2.2340 -1.6133 0.187 0.029 0.022
Ge 2.0643 -0.3391 -2.4570 -0.009 0.099 -0.048
Cl 3.8939 0.8726 -2.6928 -0.041 -0.053 0.013
Cl 1.5872 0.5243 -0.2198 -0.047 -0.017 0.015
```
Forces are in eV/Å.

Its total charge is +1. Its max |F| is 0.34 eV/A. The total energy is -194282.24769 eV. The spin multiplicity is 2. The HOMO-LUMO gap (spin up / spin down) comes out at 4.57 / 4.57 eV.



Record 2
DFT (the ωB97M-V functional and the def2-TZVPD basis) results for 2 unconnected molecules or ions with the total composition H5PSi at a distorted geometry.

```
7
Properties=species:S:1:pos:R:3:forces:R:3
Si 1.0304 0.1679 -1.3611 -0.212 -0.291 -1.333
P -1.3075 0.0958 2.4345 1.950 2.178 -1.907
H 0.1126 0.0888 -2.4979 -0.542 -0.114 0.380
H 2.2571 0.6442 -1.8661 1.247 0.475 -0.058
H 0.8120 0.0038 0.0255 -0.259 -0.064 0.825
H -0.9041 0.0196 0.9239 -0.761 0.105 2.287
H -2.0004 -1.0200 2.3411 -1.424 -2.288 -0.193
```
Forces are in eV/Å.

Its max |F| is 3.49 eV/A. For the energy above the lowest of the compared OMol25 structures with the same formula, charge and spin, the calculation gives 370.4 kJ/mol. The total energy is -17242.51334 eV. The HOMO-LUMO gap (spin up / spin down) comes out at 8.66 / 5.93 eV.



Record 3
DFT (the ωB97M-V functional and the def2-TZVPD basis) results for a molecular structure, C4H10N2O3 at a distorted geometry.

```
19
Properties=species:S:1:pos:R:3:forces:R:3
C 2.0103 0.8743 1.0890 0.025 -1.049 0.070
C 1.1426 0.6382 -0.1267 -1.406 2.906 -0.839
O 0.8468 -1.1350 -0.2321 -2.420 -0.048 0.232
O 1.4080 1.0976 -1.2292 -0.501 -1.162 1.234
H 1.0473 -1.4831 0.6493 -0.083 -0.105 -0.050
H 1.5814 0.4082 1.9785 0.037 0.089 -0.010
H 2.1025 1.9457 1.2641 -0.136 -0.081 -0.196
H 3.0016 0.4537 0.9040 -0.036 0.083 0.034
C -0.9345 -1.3340 -0.3045 2.565 -0.101 -1.408
N -1.1053 1.7951 -0.5133 0.493 -0.389 0.150
N -1.4563 -1.5678 0.8825 -0.019 -0.208 0.871
C -1.2901 -1.3952 -1.5672 0.090 0.828 0.109
O -0.3794 0.9705 0.4027 1.391 -0.366 -0.433
H -0.5731 1.7167 -1.3894 -0.117 0.072 0.105
H -0.9357 2.7453 -0.1821 0.040 -0.055 -0.102
H -1.4956 -0.7677 1.5044 -0.309 -0.236 -0.074
H -2.0267 -2.3951 1.0058 0.224 0.364 0.197
H -0.6007 -1.0514 -2.3318 0.009 -0.675 0.031
H -2.3432 -1.5158 -1.8040 0.151 0.132 0.077
```
Forces are in eV/Å.

Its max |F| is 3.34 eV/A. For the energy above the lowest of the compared OMol25 structures with the same formula, charge and spin, the calculation gives 536.2 kJ/mol. The total energy is -13428.29921 eV. The HOMO-LUMO gap comes out at 9.25 eV.



Record 4
DFT (the ωB97M-V functional and the def2-TZVPD basis) results for a single C4H7NO molecule.

```
13
Properties=species:S:1:pos:R:3:forces:R:3
C -0.7301 1.2380 -0.5861 -0.013 0.080 0.025
C -0.0271 0.0876 0.0960 -0.059 0.113 0.027
C -0.6754 -0.6215 1.2479 0.472 0.178 0.307
N -0.4087 -1.2506 -0.3036 -0.115 -0.216 0.345
C 1.4665 0.1485 0.1423 0.211 -0.229 0.076
O 2.1905 -0.8158 -0.0021 -0.353 0.458 0.019
H -0.3930 1.3853 -1.6177 0.005 -0.065 0.121
H -1.8095 1.0630 -0.5852 0.164 -0.021 0.052
H -0.5492 2.1590 -0.0245 0.002 -0.074 -0.046
H 0.0969 -1.1419 1.8333 0.068 0.243 -0.025
H -1.3889 -1.4742 -0.2109 -0.054 -0.376 -0.870
H 0.3486 -1.9266 -0.3636 -0.351 0.007 -0.006
H 1.8794 1.1493 0.3742 0.024 -0.098 -0.025
```
Forces are in eV/Å.

Its max |F| is 0.95 eV/A. For the energy above the lowest of the compared OMol25 structures with the same formula, charge and spin, the calculation gives 424.5 kJ/mol. The total energy is -7795.24450 eV. The HOMO-LUMO gap comes out at 9.06 eV.



What did the second record say?
DFT (the ωB97M-V functional and the def2-TZVPD basis) results for 2 unconnected molecules or ions with the total composition H5PSi at a distorted geometry.

```
7
Properties=species:S:1:pos:R:3:forces:R:3
Si 1.0304 0.1679 -1.3611 -0.212 -0.291 -1.333
P -1.3075 0.0958 2.4345 1.950 2.178 -1.907
H 0.1126 0.0888 -2.4979 -0.542 -0.114 0.380
H 2.2571 0.6442 -1.8661 1.247 0.475 -0.058
H 0.8120 0.0038 0.0255 -0.259 -0.064 0.825
H -0.9041 0.0196 0.9239 -0.761 0.105 2.287
H -2.0004 -1.0200 2.3411 -1.424 -2.288 -0.193
```
Forces are in eV/Å.

Its max |F| is 3.49 eV/A. For the energy above the lowest of the compared OMol25 structures with the same formula, charge and spin, the calculation gives 370.4 kJ/mol. The total energy is -17242.51334 eV. The HOMO-LUMO gap (spin up / spin down) comes out at 8.66 / 5.93 eV.